(1)
Molecular formula: C6H11N
Method: DFT, the ωB97M-V functional and the def2-TZVPD basis

Geometry (Å):
1 C 1.43624 -1.29365 -1.84057
2 C 0.23037 -1.02774 -1.32295
3 C -0.07376 -0.04955 -0.28393
4 C 0.88761 0.84549 0.04309
5 C 1.06485 1.65301 1.30953
6 N -1.45297 0.15797 0.11997
7 C -1.87510 -0.33527 1.40074
8 H 1.45773 -1.88552 -2.75017
9 H 2.39227 -1.19495 -1.35145
10 H -0.67180 -1.49935 -1.73158
11 H 1.61606 1.07086 -0.73552
12 H 2.05447 1.52958 1.72531
13 H 0.45362 1.08919 2.02026
14 H 0.73010 2.68610 1.22278
15 H -2.02080 -0.13386 -0.66315
16 H -2.96619 -0.40519 1.39219
17 H -1.49630 0.24271 2.24841
18 H -1.41462 -1.32016 1.64379

## Properties
Energy relative to the best compared isomer or geometry (same formula, charge and spin) (kcal per mole): 60.6
Total energy (eV): -7887.904
Molar mass (g mol⁻¹): 97.2
SMILES: C=C/C(=C/C)NC
Frontier orbital gap (eV): 8.49
2S+1: 1
E_LUMO (eV): 0.6509
Max |F| (Eh/bohr): 0.0423

=====

(2)
Molecular formula: BrN4O12Pt
Method: DFT, the ωB97M-V functional and the def2-TZVPD basis

Geometry (Å):
1 Pt 5.89590 5.81573 7.62460
2 N 6.47382 6.51117 10.75012
3 O 5.97122 6.47832 11.83642
4 O 7.64924 6.40402 10.77292
5 O 5.88520 6.37675 9.75202
6 N 6.62926 2.69382 8.59358
7 O 7.68718 2.19886 8.53574
8 O 6.26630 3.66215 7.90784
9 O 5.86216 2.36675 9.31986
10 N 6.48604 5.39585 4.46716
11 O 5.34000 5.34570 3.94548
12 O 6.47616 5.88591 5.57068
13 O 7.52488 4.90904 4.05910
14 N 9.15706 5.91627 7.71044
15 O 8.09372 6.59658 7.89796
16 O 9.21637 4.74067 7.73830
17 O 10.23302 6.35930 7.48170
18 Br 3.41100 5.39837 7.68846

## Properties
Total charge: -3
Total energy (eV): -103799.736
Molar mass (g mol⁻¹): 523.0
Frontier orbital gap (spin up / spin down) (eV): 6.22 / 6.56
<S²>: 2.00
2S+1: 3
E_LUMO (spin up / spin down) (eV): 7.4024 / 7.3545
Max |F| (Eh/bohr): 0.2900

=====

(3)
Molecular formula: C14H26N5Pm
Method: DFT, the ωB97M-V functional and the def2-TZVPD basis

Geometry (Å):
1 C 1.77707 2.33368 -0.50811
2 H 2.62775 2.88116 -0.95363
3 H 1.88944 1.31145 -0.99030
4 H 1.98749 2.27455 0.57564
5 C 0.45958 3.05050 -0.79176
6 H -0.32356 2.38873 -1.20147
7 H 0.02945 3.46365 0.13349
8 C 0.63452 4.22364 -1.78850
9 H -0.28327 4.82491 -1.86902
10 H 1.45771 4.86389 -1.44458
11 H 0.87621 3.87029 -2.80019
12 C -0.83924 -1.99912 -0.04292
13 C -1.46658 -1.11097 -0.96522
14 C -0.50313 -0.74323 -1.95018
15 C 0.74349 -1.35587 -1.59789
16 C 0.54035 -2.10025 -0.39696
17 C 1.57479 -2.82546 0.39249
18 C 2.00767 -1.24523 -2.36346
19 C -0.75712 0.08000 -3.15786
20 C -2.89198 -0.68136 -0.90997
21 C -1.51090 -2.68594 1.09694
22 Pm 0.26791 0.34639 0.34767
23 H 2.86009 -1.62282 -1.78973
24 H 1.95551 -1.83593 -3.29003
25 H 2.23817 -0.21629 -2.66920
26 H 2.58743 -2.52477 0.09229
27 H 1.47080 -2.63560 1.47787
28 H 1.49020 -3.91506 0.24665
29 H -2.33907 -2.09387 1.51434
30 H -1.94552 -3.64087 0.76403
31 H -0.81092 -2.92734 1.91106
32 H -3.06102 0.20790 -1.53258
33 H -3.56757 -1.47662 -1.27205
34 H -3.19823 -0.43614 0.12317
35 H 0.01145 0.84781 -3.32442
36 H -0.77188 -0.54723 -4.06315
37 H -1.72870 0.58425 -3.10732
38 N 0.76813 -0.67141 5.11710
39 N -0.05638 -0.16836 4.10897
40 N -1.29504 0.26885 4.43157
41 C -1.73718 0.70937 3.24664
42 N -0.82167 0.58389 2.26923
43 N 0.29873 -0.00234 2.85041
44 H 1.71714 -0.33789 5.00277
45 H 0.34781 -0.44509 6.02514
46 H -2.70991 1.13019 3.05304

## Properties
Total charge: +2
Total energy (eV): -38928.020
Molar mass (g mol⁻¹): 409.4
Frontier orbital gap (spin up / spin down) (eV): 7.25 / 7.29
<S²>: 6.01
2S+1: 5
E_LUMO (spin up / spin down) (eV): -7.3583 / -7.2932
Max |F| (Eh/bohr): 0.0674

=====

(4)
Molecular formula: C5H8P2
Method: DFT, the ωB97M-V functional and the def2-TZVPD basis

Geometry (Å):
1 C 2.31747 -0.95192 -0.18442
2 C 0.91113 -1.11518 0.49169
3 P -0.40615 -0.77935 -0.73027
4 P -2.21541 -0.99807 0.49260
5 C -2.57673 0.65114 0.37003
6 C -1.74081 1.62025 -0.25402
7 C -0.61764 1.28068 -0.78381
8 H 2.25171 -0.70172 -1.32479
9 H 2.71781 -0.13147 0.25875
10 H 2.95801 -1.84226 0.01846
11 H 1.04241 -0.24797 1.17928
12 H 0.69193 -2.09397 0.95194
13 H -3.51463 0.99319 0.86572
14 H -2.04643 2.66427 -0.11689
15 H 0.22731 1.65238 -1.23426

## Properties
Energy relative to the best compared isomer or geometry (same formula, charge and spin) (kcal per mole): 20.3
Total energy (eV): -23889.691
Molar mass (g mol⁻¹): 130.1
SMILES: CCP1#P=CC=C1
Frontier orbital gap (eV): 8.32
2S+1: 1
E_LUMO (eV): -0.2438
Max |F| (Eh/bohr): 0.1155

=====

(5)
Molecular formula: C2H10NO2
Method: DFT, the ωB97M-V functional and the def2-TZVPD basis

Geometry (Å):
1 C 0.13120 0.67331 -0.75685
2 C 1.15060 0.71902 -1.59762
3 N 0.53178 0.41967 0.66915
4 H -0.92559 0.84307 -0.86538
5 H 1.16383 0.51254 -2.65899
6 H 2.16749 0.82010 -1.21714
7 H 0.55283 1.28695 1.20927
8 H 1.43748 -0.05703 0.60815
9 H -0.17670 -0.11322 1.18083
10 H 0.80463 -3.60004 -0.53969
11 H -0.39517 -3.67575 0.41689
12 O 0.29408 -3.11678 0.07957
13 H -1.82790 2.43175 1.12739
14 H -2.92248 1.36356 1.10178
15 O -1.98608 1.49285 1.24263

## Properties
Energy relative to the best compared isomer or geometry (same formula, charge and spin) (kcal per mole): 28.9
Total charge: +1
Total energy (eV): -7813.758
Molar mass (g mol⁻¹): 80.1
Frontier orbital gap (eV): 11.69
2S+1: 1
E_LUMO (eV): -3.3021
Max |F| (Eh/bohr): 0.0368

=====

(6)
Molecular formula: C11H20P
Method: DFT, the ωB97M-V functional and the def2-TZVPD basis

Geometry (Å):
1 C 3.41586 -0.03620 -0.62164
2 C 2.07825 -0.30445 -1.12023
3 C 3.38295 0.22507 0.67799
4 C 1.20374 -0.16216 -0.08276
5 C 1.94478 0.24184 1.14873
6 C -0.87050 -2.89959 0.67563
7 C -1.28243 1.87594 1.47652
8 C -0.85710 1.89574 -1.88248
9 C -1.14847 -2.02050 -0.53646
10 C -1.36252 0.39454 1.32026
11 C -1.42271 0.48694 -1.58856
12 P -0.64941 -0.30742 -0.23713
13 H 4.33956 -0.04180 -1.33672
14 H 2.10422 -0.78062 -2.15252
15 H 4.15909 0.49680 1.38606
16 H 1.74695 -0.40814 2.01464
17 H 1.68806 1.18289 1.66729
18 H 0.19045 -3.24500 0.75829
19 H -1.04701 -2.24237 1.49392
20 H -1.59716 -3.72014 0.64276
21 H -1.55906 2.47428 0.58479
22 H -1.90389 2.29732 2.34169
23 H -0.30667 2.07481 1.79419
24 H -1.02482 2.17854 -2.89290
25 H -1.46873 2.40773 -1.18196
26 H 0.16681 2.12015 -1.70773
27 H -2.23337 -1.97448 -0.91003
28 H -0.63825 -2.45053 -1.48166
29 H -2.44366 0.03092 1.38482
30 H -0.73649 -0.22289 2.06651
31 H -1.42522 -0.12829 -2.46295
32 H -2.44325 0.56108 -1.23838

## Properties
Total charge: +1
Total energy (eV): -21009.111
Molar mass (g mol⁻¹): 183.3
Frontier orbital gap (spin up / spin down) (eV): 7.17 / 8.00
<S²>: 2.01
2S+1: 3
E_LUMO (spin up / spin down) (eV): -2.2671 / -6.0651
Max |F| (Eh/bohr): 0.1613

=====

(7)
Molecular formula: C42H35F5N5OP2STi
Method: DFT, the ωB97M-V functional and the def2-TZVPD basis

Geometry (Å):
1 Ti 0.99367 0.11539 -1.73685
2 N 0.05585 -2.15293 -2.37030
3 N 0.50796 -3.40255 -1.95062
4 C 1.52782 -3.49275 -1.08580
5 N 1.91304 -4.72319 -0.72977
6 S 2.30146 -2.11751 -0.51222
7 H -0.94515 -2.09211 -2.21898
8 H 0.32924 -1.98685 -3.33409
9 H 0.09234 -4.22445 -2.35950
10 H 1.52558 -5.55309 -1.14630
11 H 2.72471 -4.81451 -0.14428
12 C -1.95755 3.26044 0.71552
13 C -0.90861 3.96334 -0.01560
14 C -0.08172 3.29826 -0.82717
15 C -0.32993 1.85133 -1.07586
16 N -0.95225 1.20674 0.09070
17 C -1.91776 1.92664 0.80408
18 C -1.03602 1.59511 -2.34260
19 C -1.51497 2.54515 -3.25160
20 C -2.06233 2.10557 -4.43363
21 C -2.10188 0.73253 -4.70039
22 C -1.54693 -0.13290 -3.79550
23 N -0.99176 0.28097 -2.63569
24 H -2.71381 3.81288 1.25396
25 H -0.78666 5.02662 0.14885
26 H 0.73102 3.79316 -1.34562
27 H -2.58514 1.34458 1.42675
28 H -1.47627 3.59403 -2.99442
29 H -2.46810 2.81171 -5.14677
30 H -2.53807 0.34829 -5.61146
31 H -1.53932 -1.19200 -4.02109
32 F 1.88943 2.91078 -7.79858
33 C 1.86510 2.07720 -6.76228
34 C 1.94627 2.56353 -5.46911
35 F 2.03491 3.86969 -5.23868
36 C 1.91927 1.66729 -4.42227
37 F 1.95188 2.10938 -3.13586
38 C 1.80817 0.29060 -4.57920
39 O 1.75040 -0.51131 -3.52789
40 C 1.71338 -0.16201 -5.89470
41 F 1.55343 -1.47275 -6.11845
42 C 1.74618 0.70970 -6.96716
43 F 1.64676 0.24000 -8.20636
44 C 0.52850 -0.51882 1.95133
45 P -0.26872 -0.29469 0.32426
46 C -1.63643 -1.49852 0.33090
47 C -1.41781 -2.81241 0.74990
48 C -2.43263 -3.75312 0.66254
49 C -3.67361 -3.39302 0.15241
50 C -3.89495 -2.09271 -0.27539
51 C -2.87931 -1.14865 -0.19511
52 C 2.15198 1.03224 -0.28205
53 C 2.18399 2.14769 0.57157
54 C 3.36164 2.84191 0.79007
55 C 4.54753 2.48408 0.14304
56 C 4.56321 1.37073 -0.67422
57 C 3.37645 0.65492 -0.81303
58 P 0.04247 0.65683 3.30414
59 C -1.63357 0.02674 3.73020
60 C -2.61798 0.96945 4.01861
61 C -3.90452 0.57185 4.35980
62 C -4.21940 -0.77792 4.40740
63 C -3.24170 -1.72714 4.13470
64 C -1.95595 -1.32686 3.80823
65 C 1.00146 -0.08677 4.68541
66 C 2.07440 -0.95885 4.52976
67 C 2.76768 -1.42672 5.64077
68 C 2.39746 -1.03005 6.91456
69 C 1.33117 -0.15419 7.07927
70 C 0.64582 0.31808 5.97388
71 H 1.59375 -0.38670 1.77017
72 H 0.36061 -1.54647 2.27245
73 H -0.45292 -3.10334 1.14994
74 H -2.25860 -4.76572 1.00504
75 H -4.46850 -4.12563 0.09459
76 H -4.86353 -1.80785 -0.66641
77 H -3.05455 -0.13430 -0.52982
78 H 1.29477 2.48021 1.08944
79 H 3.35173 3.69427 1.45813
80 H 5.44352 3.07063 0.30102
81 H 5.46467 1.03255 -1.16542
82 H 3.46488 -0.26806 -1.38687
83 H -2.37102 2.02438 3.96398
84 H -4.65863 1.31460 4.58690
85 H -5.22205 -1.09144 4.66853
86 H -3.48106 -2.78202 4.18941
87 H -1.19763 -2.08140 3.63230
88 H 2.39019 -1.28396 3.54654
89 H 3.60188 -2.10361 5.50563
90 H 2.93832 -1.39764 7.77673
91 H 1.03702 0.16355 8.07122
92 H -0.18364 1.00385 6.11039

## Properties
Total charge: +1
Total energy (eV): -119729.693
Molar mass (g mol⁻¹): 862.6
Frontier orbital gap (eV): 7.24
2S+1: 1
E_LUMO (eV): -2.8831
Max |F| (Eh/bohr): 0.0217

=====

(8)
Molecular formula: C2H2N2O2
Method: DFT, the ωB97M-V functional and the def2-TZVPD basis

Geometry (Å):
1 N -2.39558 0.12918 -0.14748
2 C -1.59612 -0.40548 -0.85461
3 N -0.75125 -0.28620 0.75061
4 O 0.17113 0.74149 0.57357
5 C 1.32361 0.39355 -0.10929
6 O 1.57754 -0.71177 -0.47028
7 H -0.26701 -1.15367 0.47483
8 H 1.93766 1.29290 -0.21736

## Properties
Energy relative to the best compared isomer or geometry (same formula, charge and spin) (kcal per mole): 138.1
Total energy (eV): -9175.797
Molar mass (g mol⁻¹): 86.0
SMILES: N#CNOC=O
Frontier orbital gap (eV): 10.20
2S+1: 1
E_LUMO (eV): -1.0739
Max |F| (Eh/bohr): 0.0093